Entry 1:
Below is a structure of composition CH4Br2OSi at a distorted geometry, with properties calculated with the ωB97M-V functional and the def2-TZVPD basis.

The geometry in XYZ format:
```
9
Properties=species:S:1:pos:R:3:forces:R:3:lowdin_charge:R:1
C -1.12931 -0.26504 0.59610 -0.20 -0.56 1.66 -1.290
O 0.03391 -0.73708 0.04550 -0.17 0.24 0.78 -0.495
Si 1.37833 0.10183 -0.55870 -1.48 2.38 1.76 0.592
Br -1.47165 1.48271 -0.02008 -0.72 1.52 -0.11 0.668
Br -2.55144 -1.42953 0.01434 -0.48 -0.47 -0.12 0.641
H -1.32495 -0.21291 1.76671 1.35 -0.36 -2.40 0.089
H 0.94428 1.39517 -1.27453 0.60 -1.31 0.01 -0.075
H 1.99659 -0.95130 -1.20886 1.06 -1.17 -1.17 -0.077
H 2.12425 0.61614 0.63952 0.03 -0.28 -0.40 -0.054
```
Positions in Å, forces in eV/Å.


Entry 2:
73
Properties=species:S:1:pos:R:3:forces:R:3:lowdin_charge:R:1 method="wB97M-V/def2-TZVPD" charge=+1
Pt 0.09374 -0.86607 -0.02568 -0.63 0.32 0.56 0.550
C 1.14438 1.48365 1.89335 0.03 -0.07 -0.01 -0.361
C 2.46181 0.99330 1.27987 0.06 -0.14 0.06 -0.333
P 2.24776 -0.52933 0.22016 0.54 -0.17 -0.12 0.807
C 2.93074 -1.88224 1.21108 0.08 -0.09 -0.04 -0.378
C 2.15987 -2.38459 2.26210 0.04 0.05 0.02 -0.122
C 2.63798 -3.42242 3.04239 0.02 -0.01 0.00 -0.064
C 3.87869 -3.98315 2.76550 -0.02 -0.01 0.02 -0.060
C 4.63736 -3.50393 1.71025 0.00 0.02 -0.03 -0.059
C 4.16830 -2.45401 0.93176 0.00 0.01 0.06 -0.079
C 3.36381 -0.27654 -1.17302 0.08 0.01 0.07 -0.375
C 4.62597 0.28087 -0.95695 -0.02 0.07 -0.02 -0.097
C 5.50641 0.44153 -2.01388 -0.02 -0.02 -0.02 -0.061
C 5.13316 0.04255 -3.29159 0.01 0.01 0.01 -0.060
C 3.87924 -0.50721 -3.51247 -0.01 0.00 0.00 -0.058
C 2.99550 -0.66739 -2.45512 -0.05 -0.01 -0.01 -0.116
P -0.08846 1.42078 0.54821 0.04 0.03 0.09 0.889
C -1.67507 2.03834 1.14482 -0.01 -0.05 0.07 -0.377
C -2.57831 2.57774 0.23016 -0.01 0.01 -0.02 -0.092
C -3.83702 2.98121 0.64984 0.01 -0.03 0.00 -0.070
C -4.20227 2.84421 1.98226 0.01 0.01 0.01 -0.070
C -3.31132 2.29379 2.89404 -0.02 0.00 -0.01 -0.068
C -2.05314 1.88499 2.47687 0.00 -0.01 -0.01 -0.087
C 0.50933 2.65215 -0.62563 -0.04 0.06 0.01 -0.374
C 1.02089 2.25617 -1.85487 -0.03 0.00 -0.07 -0.097
C 1.61255 3.18753 -2.69906 -0.02 -0.01 0.01 -0.057
C 1.67499 4.51760 -2.31808 0.00 0.02 0.01 -0.060
C 1.13390 4.92630 -1.10221 0.00 0.01 -0.01 -0.061
C 0.55245 3.99939 -0.25593 0.05 -0.02 -0.02 -0.079
H 1.24877 2.47238 2.34270 0.01 0.02 -0.07 0.100
H 0.82173 0.78597 2.66933 -0.02 0.03 0.03 0.078
H 3.16557 0.74556 2.07520 0.08 0.02 -0.07 0.098
H 2.91298 1.75778 0.64619 -0.07 0.06 0.02 0.082
H 1.17304 -1.97934 2.45799 0.00 0.01 0.00 0.088
H 2.03720 -3.80547 3.85622 -0.01 -0.01 -0.01 0.112
H 4.24759 -4.80292 3.36739 -0.01 0.00 0.00 0.112
H 5.59438 -3.95315 1.48115 0.00 0.01 0.00 0.112
H 4.76460 -2.09733 0.10325 -0.01 -0.01 -0.02 0.101
H 4.92735 0.59509 0.03577 0.01 -0.03 0.00 0.114
H 6.48370 0.87182 -1.84133 0.00 0.00 0.00 0.112
H 5.82407 0.16080 -4.11582 -0.01 0.01 0.00 0.112
H 3.58721 -0.81720 -4.50695 0.00 0.00 0.00 0.114
H 2.01494 -1.09399 -2.62762 -0.01 -0.04 0.01 0.076
H -2.29571 2.69608 -0.80983 0.02 0.01 0.01 0.112
H -4.53006 3.40909 -0.06258 0.01 0.01 0.00 0.111
H -5.17684 3.17842 2.31299 -0.01 -0.02 0.00 0.110
H -3.59404 2.18646 3.93291 0.00 0.01 0.00 0.111
H -1.37269 1.44529 3.19573 0.01 0.02 0.00 0.104
H 0.94530 1.22092 -2.15829 0.06 -0.07 0.01 0.078
H 2.02008 2.86949 -3.64965 -0.01 0.01 0.00 0.112
H 2.13756 5.24606 -2.97085 0.00 0.00 0.00 0.112
H 1.16797 5.96926 -0.81703 0.01 0.00 0.00 0.112
H 0.12962 4.32148 0.68892 0.01 -0.01 0.01 0.116
N -1.88902 -1.13534 0.72374 -0.23 0.03 -0.87 0.032
C -3.00131 -1.03600 0.41362 0.06 -0.28 0.13 -0.226
N -4.25169 -0.93392 0.07189 -0.11 0.18 0.13 -0.062
C -4.63058 -0.91160 -1.35421 0.04 -0.03 0.03 -0.091
C -5.25246 -2.25003 -1.70833 -0.03 -0.05 -0.02 -0.177
O -6.33891 -2.53382 -0.84564 0.01 0.04 0.00 -0.112
C -5.92216 -2.64934 0.50104 -0.02 -0.03 -0.01 -0.176
C -5.33134 -1.33826 0.99133 0.04 -0.02 -0.02 -0.088
H -3.74879 -0.70434 -1.95873 0.01 -0.02 0.01 0.126
H -5.35433 -0.10458 -1.48026 0.00 -0.01 -0.03 0.135
H -4.49569 -3.04186 -1.63858 0.01 0.01 -0.01 0.122
H -5.64720 -2.22963 -2.72267 -0.01 0.00 0.00 0.137
H -5.18201 -3.45423 0.59855 0.01 0.01 0.01 0.135
H -6.80286 -2.90833 1.08627 0.00 -0.01 0.00 0.136
H -4.93232 -1.42448 2.00052 0.01 0.00 0.00 0.137
H -6.08423 -0.54868 0.97160 -0.01 -0.01 0.02 0.135
Cl 1.79557 -3.99045 -1.57894 -0.04 0.14 0.02 0.259
Si 0.11891 -3.08536 -0.79102 0.18 -0.10 0.25 -0.847
Cl -1.25514 -2.94817 -2.35237 -0.08 -0.04 -0.12 0.196
Cl -0.65203 -4.49934 0.50823 0.02 0.14 -0.04 0.208


Entry 3:
Below is a cluster of 2 separate species, C2H4Br2NO2P in total at a distorted geometry, with properties calculated with the ωB97M-V functional and the def2-TZVPD basis.

The geometry in XYZ format:
```
12
Properties=species:S:1:pos:R:3:forces:R:3:lowdin_charge:R:1
C -0.77030 -0.06834 -0.50293 -1.23 2.78 1.39 -0.606
C -0.13331 -1.19228 -0.99508 1.07 -2.46 -1.13 0.164
N -0.04960 0.37046 0.57102 -0.59 1.70 1.39 0.143
O -1.80323 0.51126 -0.88036 0.82 -0.82 -0.09 -0.062
O -4.77089 1.75718 -0.16949 -2.93 -2.14 -0.02 -0.466
P -3.54663 2.46859 -0.14607 2.59 2.37 0.36 0.015
Br -3.19542 3.57093 -2.02737 0.23 0.01 -0.25 0.275
Br -3.69284 4.21503 1.35667 0.21 -0.33 -0.11 0.173
H -0.15486 -1.52905 -2.00306 -0.39 -0.12 -0.56 0.073
H 0.51450 -1.72118 -0.30632 -0.03 -0.07 -0.25 0.078
H 0.85420 0.00850 0.77478 0.31 -0.28 0.03 0.087
H -0.31284 1.19575 1.12450 -0.05 -0.65 -0.76 0.126
```
Positions in Å, forces in eV/Å.


Entry 4:
97
Properties=species:S:1:pos:R:3:forces:R:3:lowdin_charge:R:1 method="wB97M-V/def2-TZVPD" charge=+1 spin_multiplicity=6
Mn 0.61373 1.57993 -0.53858 -0.14 1.48 0.58 0.825
N 2.74251 4.85341 -0.50758 0.21 0.17 -0.17 0.116
C 1.39928 4.96804 -0.55723 -0.36 -0.39 0.10 -0.646
N 0.54019 3.95523 -0.37712 0.79 0.96 -0.66 0.003
C -0.74383 4.39888 -0.57350 -0.85 2.60 -1.07 -0.365
C -0.87831 5.77199 -0.86492 0.64 -1.42 0.45 -0.319
S 0.70423 6.54743 -0.89417 -0.86 -1.68 0.40 1.050
C -1.82776 3.41504 -0.75955 -0.10 -0.44 -0.69 -0.330
C -3.14640 3.67698 -0.93897 0.36 0.92 0.57 -0.369
S -4.02443 2.28476 -1.36517 0.33 -0.90 -0.38 1.081
C -2.52169 1.38715 -1.47227 0.21 0.37 -0.83 -0.640
N -1.46163 2.07730 -1.09474 -0.33 0.67 0.50 -0.001
N -2.45747 0.17473 -2.08200 -1.46 0.27 0.12 0.124
H 3.11175 3.91627 -0.65948 0.03 0.23 0.17 0.082
H 3.28538 5.66629 -0.81782 -0.29 -0.90 0.23 0.113
H -1.72722 6.39199 -1.14229 0.07 -0.53 0.19 0.070
H -3.66192 4.64114 -0.89528 0.35 -0.50 0.25 0.093
H -3.22564 -0.09754 -2.73450 0.99 0.01 0.65 0.094
H -1.54958 -0.21268 -2.25767 0.17 -0.09 -0.10 0.058
O -3.82976 -1.73365 -4.06989 0.87 0.83 0.25 -0.506
S -3.51662 -3.04763 -3.44278 -1.11 -0.80 -0.35 1.000
C -5.02574 -3.35598 -2.49523 0.86 -0.42 -0.23 -0.400
C -5.43055 -2.56054 -1.44427 0.09 0.29 0.08 -0.090
C -6.65836 -2.79217 -0.84645 0.59 -0.18 0.14 -0.071
C -7.42299 -3.85064 -1.26784 -0.40 -1.35 -0.83 -0.068
C -7.05069 -4.62608 -2.39620 -0.37 0.45 1.21 -0.051
C -5.81238 -4.38200 -2.98611 -0.45 -1.28 -0.93 -0.090
C -2.17450 -2.96268 -2.22281 -2.05 -1.74 2.74 -0.359
C -2.42386 -3.53520 -0.96518 -0.32 1.52 -2.82 -0.028
C -1.53901 -3.64685 0.22171 0.55 -0.65 1.13 -0.264
C 0.65374 -3.48456 -1.06495 0.04 0.05 -0.66 -0.281
C 0.28528 -2.62150 -2.25281 -1.64 -0.46 -2.45 -0.041
C -0.97559 -2.52990 -2.85040 3.66 -0.11 1.34 -0.123
H -4.74263 -1.83180 -1.03921 -0.08 0.30 -0.08 0.111
H -6.95710 -2.23341 0.01455 -0.09 0.33 0.35 0.106
H -8.27057 -4.19323 -0.66718 0.01 0.45 -0.43 0.114
H -7.75294 -5.41759 -2.68936 0.70 0.25 -0.12 0.115
H -5.45180 -5.05544 -3.81197 -0.36 0.97 0.84 0.129
H -3.47699 -3.89582 -0.84733 1.23 0.30 0.24 0.113
H -2.07227 -3.20082 1.09045 0.15 -0.08 -0.51 0.158
H 0.19664 -4.48712 -1.24146 0.66 0.58 -0.10 0.148
H 1.13614 -2.25130 -2.85695 -0.55 -0.19 0.41 0.115
H -1.00361 -2.25239 -3.90048 -0.17 0.57 0.21 0.114
C 5.21435 0.82290 2.55113 -1.01 0.86 0.48 -0.102
C 5.53597 0.37802 1.28761 0.50 -0.35 -0.45 -0.105
C 4.67448 0.58388 0.21202 0.01 0.05 -0.61 -0.054
C 3.47510 1.27963 0.33541 0.49 0.48 1.44 -0.325
C 3.14555 1.77112 1.63612 0.56 -0.68 -0.48 -0.064
C 4.01100 1.58596 2.70723 0.39 -0.95 -0.51 -0.094
N 2.61408 1.54699 -0.69935 -0.77 0.01 -0.60 -0.111
C 2.98883 1.44284 -2.03641 -0.72 -0.91 -0.19 -0.332
C 4.19855 1.90439 -2.51860 0.81 0.44 -0.75 -0.068
C 4.56049 1.76953 -3.87456 1.19 -0.04 0.98 -0.083
C 3.70106 1.14591 -4.76991 0.38 -0.49 -0.42 -0.103
C 2.48388 0.63184 -4.27834 -0.76 -0.05 -0.69 -0.097
C 2.09827 0.80073 -2.95686 1.10 0.47 0.24 -0.065
H 5.84823 0.56606 3.39965 -0.12 0.38 -0.19 0.096
H 6.51010 -0.11178 1.09912 -0.77 0.11 0.22 0.113
H 4.89914 0.23861 -0.79334 0.38 -0.16 0.28 0.104
H 2.16218 2.20405 1.76704 0.11 0.46 0.16 0.014
H 3.70730 2.00740 3.65905 0.21 -0.15 0.15 0.090
H 4.90754 2.36162 -1.81739 -0.28 -0.21 -0.31 0.118
H 5.64380 2.03637 -4.10426 -1.78 -0.17 -0.17 0.130
H 4.06677 0.97544 -5.80633 -0.66 0.08 0.85 0.112
H 1.75945 0.06711 -4.91203 0.90 0.60 0.22 0.113
H 1.15289 0.35760 -2.61647 0.28 0.06 -0.03 0.064
C 0.57061 -3.40601 1.51045 0.56 1.06 0.09 -0.021
C -0.10940 -2.96536 0.19044 -0.37 -0.71 0.08 -0.379
C 2.20325 -3.51295 -1.00572 0.54 0.16 -0.03 -0.042
C -1.40371 -5.19819 0.57715 -1.54 1.11 -0.73 -0.026
C -0.09359 -1.47681 0.08493 1.15 1.95 1.16 -0.036
N 0.22458 -0.35002 0.16341 -1.44 -3.30 -0.31 0.182
H 0.75490 -4.47402 1.42067 -0.15 0.08 0.33 0.083
H -0.07761 -3.12574 2.37106 0.53 -0.48 -0.48 0.112
H 1.57111 -2.94958 1.64430 -0.62 0.02 -0.10 0.102
H 2.69638 -4.18187 -0.29095 -0.64 -0.01 0.15 0.081
H 2.54839 -2.49852 -0.74949 0.01 -0.18 -0.14 0.087
H 2.69669 -3.78446 -1.97363 -0.87 0.32 0.54 0.102
H -0.98023 -5.41494 1.53654 -0.19 0.06 0.58 0.065
H -0.79632 -5.67959 -0.15496 0.44 -0.43 -0.60 0.067
H -2.42312 -5.63377 0.46857 0.72 0.20 0.33 0.102
C -0.60490 4.90871 5.06334 -0.77 0.58 -1.25 -0.065
N 0.20340 3.74109 5.22464 0.78 -1.56 0.01 -0.136
C 0.92459 3.41706 6.38687 -0.50 0.65 -2.07 -0.030
C 1.39584 2.19821 6.16905 0.58 -3.39 1.85 -0.051
N 0.80632 1.66605 4.99878 2.17 -0.23 1.57 -0.115
C 1.06223 0.30702 4.54055 -1.35 0.51 -2.04 -0.016
C 0.25491 2.66140 4.35013 -2.34 2.14 -1.12 -0.671
Se -0.44946 2.76356 2.58532 0.22 -0.45 0.90 0.612
H -1.58976 4.79686 5.53924 0.39 0.00 0.19 0.102
H -0.83483 5.00438 3.97432 0.42 0.15 0.82 0.039
H -0.07559 5.78918 5.43649 -0.17 -0.13 -0.08 0.097
H 1.12294 4.16914 7.10101 0.10 0.30 0.75 0.119
H 1.97491 1.49166 6.84867 -0.85 1.32 -1.12 0.152
H 1.20279 -0.39365 5.33739 0.36 0.01 0.56 0.088
H 1.84208 0.33069 3.78469 0.48 -0.25 0.29 0.070
H 0.16860 -0.01380 3.96116 0.34 0.22 0.49 0.087


Calculated total energy: -151111.409; -104964.724; -157096.821; -185311.849 (eV)